# C21H38F8Li2N4O37S8

C21H38F8Li2N4O37S8 as an isolated structure at a distorted geometry (the ωB97M-V functional and the def2-TZVPD basis, the Open Molecules 2025 dataset).

The geometry in XYZ format:
```
118
Properties=species:S:1:pos:R:3:mulliken_charge:R:1
C -2.31433 3.94430 -18.86155 1.036
S -5.07478 4.12661 -26.74136 0.912
C -4.14449 -1.57520 -19.96745 0.961
C 1.83073 -3.96686 -21.99518 -0.636
O -4.25181 -2.44922 -20.95505 -0.343
H -1.25671 -3.11095 -22.77588 0.357
Li -3.43971 2.27298 -25.33157 1.326
C -6.81202 1.90183 -18.95164 -0.422
C -0.18255 9.78689 -21.67019 0.698
O 1.86664 1.20752 -25.36234 -0.335
H 1.69748 0.67944 -20.38740 0.661
F -1.74969 4.37611 -24.26548 -0.472
H 0.52334 12.17608 -23.67463 0.225
O -1.01323 -0.46897 -26.26609 -0.370
O 2.01948 -1.29100 -22.29980 -0.567
H -2.81852 -2.44236 -23.14948 -0.106
C -5.68984 2.76031 -20.68938 0.178
O -0.31659 8.49473 -21.88738 -0.193
O 0.15272 10.39382 -22.79286 -0.337
C 0.67195 0.32726 -20.48938 -0.648
H -7.67940 2.32538 -18.44497 0.328
F -5.27889 0.01457 -26.65606 -0.294
C -0.56153 7.62668 -20.78485 -0.808
H 1.66872 -3.73578 -23.05135 0.272
H 1.74010 3.33012 -16.69418 0.257
O -0.29989 2.76152 -23.47223 -0.286
S 4.79963 1.15159 -25.84034 1.062
H -2.59218 3.76148 -19.89424 -0.451
H 1.02788 4.50644 -21.98997 0.075
O -5.63846 5.45336 -26.79148 -0.658
H -5.66189 3.26064 -17.79137 0.345
O -4.91665 -0.65836 -19.73964 -0.580
O 2.37447 2.65688 -19.44308 -0.537
S -1.49854 0.61595 -27.05057 0.750
F -4.08656 0.63189 -22.47635 -0.692
F -1.04592 1.91914 -26.21519 -0.242
H 0.13332 7.61836 -19.94310 0.399
O 1.07392 -3.02446 -21.26737 -0.334
S -2.65915 1.37667 -22.31068 -0.345
O -4.85570 2.82772 -19.66689 0.464
H -1.43904 -2.26091 -24.27266 0.238
C 2.69576 3.78226 -16.95875 -0.675
H -2.63695 3.03867 -18.34703 -0.098
O 2.19246 4.76365 -20.24176 -0.311
O -5.39787 3.24666 -21.75378 -0.684
O -1.08642 0.87285 -28.38084 -0.591
C 2.01641 4.29720 -21.58533 -0.440
O -4.91066 3.46338 -28.00222 -0.520
O -6.88539 2.30991 -20.31241 -0.360
H 2.94990 4.45140 -16.13874 0.226
F 2.35366 1.83651 -23.06396 -0.146
O -3.10789 -1.88715 -19.24169 -0.383
H -1.11259 -7.65346 -24.19144 0.296
H -2.12832 -0.15599 -18.60367 -0.017
N -5.21962 3.18988 -25.49134 -0.221
H -1.79795 -1.58284 -17.74869 0.269
O -2.70892 1.77675 -20.92951 0.015
H 3.48446 3.02882 -16.98215 0.325
O 0.39516 -1.02408 -20.76838 -0.159
H -5.42286 -3.04509 -22.57302 0.250
F -3.57459 4.55631 -26.33227 -0.260
H -6.34890 -2.48140 -21.22501 0.386
H 2.25816 3.25826 -21.80461 0.247
H -0.29345 3.99571 -19.63229 -0.395
O -0.81150 5.57002 -18.43273 -0.311
Li -4.69378 3.40631 -23.66909 1.170
S -1.55938 3.31410 -23.05004 0.566
N -3.15477 1.04439 -26.85059 -0.209
F -6.95805 1.71556 -24.66938 -0.212
C 2.45058 3.84806 -19.30787 0.887
C -1.95965 -2.93346 -23.59283 -0.209
O -0.38350 -5.09932 -24.18844 -0.555
H 0.46735 12.22513 -21.82360 0.307
O -7.78259 3.82592 -25.32603 -0.582
H -1.54377 7.77330 -20.33907 0.312
O 2.68832 4.48829 -18.17643 -0.332
H -0.98161 12.09643 -22.81147 0.301
O -1.78934 0.29681 -22.69987 -0.211
H -0.57741 -7.24783 -25.71291 0.287
F 6.20004 0.38318 -25.62114 -0.315
O -3.62259 -0.74513 -25.16360 -0.353
H -0.40306 3.60417 -17.86035 0.032
H -4.86519 1.61905 -18.00439 0.121
O -2.89848 5.11690 -18.31138 -0.499
C -1.56155 -5.07802 -24.45550 0.697
H -0.42317 6.65028 -21.24520 0.283
O -7.14854 2.12484 -27.03117 -0.512
O -1.65991 4.27223 -21.98131 -0.581
O 5.24685 2.45592 -26.27782 -0.626
H 1.44966 -4.96495 -21.80017 0.219
H -3.37408 -0.80571 -17.47125 0.354
N -3.00660 2.42557 -23.46129 0.860
O -2.42258 -4.10894 -24.26217 -0.297
O -0.37549 10.31159 -20.59758 -0.585
H -5.49913 -1.29792 -22.13485 0.124
H 2.89480 -3.87558 -21.76783 0.291
H 0.15832 0.58594 -19.56106 0.146
C -0.80048 4.18896 -18.69024 0.843
O -2.17897 7.15020 -17.60277 -0.616
H -2.16068 -8.05458 -25.58447 0.240
S -6.86410 2.83257 -25.81028 0.874
O -2.22204 -6.09235 -25.03247 -0.354
O 3.02717 3.35044 -24.64933 -0.627
S 2.84702 1.91645 -24.60824 0.850
C -1.51242 -7.30205 -25.14824 -0.686
H 2.73652 4.89872 -22.14469 0.414
S -3.72303 -0.35664 -26.56253 0.964
C 0.07501 11.82114 -22.75205 -0.689
C -2.62336 -1.05080 -18.22058 -0.449
O -3.59977 -1.39698 -27.55354 -0.689
C -5.45824 2.41408 -18.44703 -0.159
H -6.87599 0.81384 -18.89199 0.139
C -5.41172 -2.31874 -21.76718 -0.617
N 4.26213 1.03211 -24.33763 -0.349
C 1.21836 -1.72841 -21.52201 0.733
C -1.98788 6.07259 -18.08173 0.500
O 4.17859 0.24150 -26.77502 -0.608
H 0.21740 0.95285 -21.26128 0.077
```

The charge is -2. The calculation puts the energy above the lowest of the compared OMol25 structures with the same formula, charge and spin at 0.4 kcal per mole. The LUMO energy comes out at 2.5 eV. As for the HOMO-LUMO gap: 6.96 eV.